Molecular formula: C17H25BCoN8O2S2
Method: DFT, wB97M-V/def2-TZVPD

Each line ends with the Mulliken charge.
Positions of all 56 atoms, in Å:
Co 0.567 1.060 0.498  -0.152
N 0.920 0.967 2.659  -0.279
C 2.381 0.852 2.798  -0.393
C 2.877 -0.080 1.679  0.489
O 3.851 -0.779 1.832  -0.672
O 2.131 -0.026 0.625  -0.442
H 0.562 1.745 3.202  0.299
H 0.486 0.118 3.009  0.268
H 2.714 0.469 3.761  0.446
H 2.843 1.823 2.617  0.209
B 0.549 3.100 -2.259  0.173
N 0.774 1.581 -2.345  -0.127
C 1.204 0.933 -3.426  -0.399
C 1.067 -0.433 -3.218  -0.957
C 0.541 -0.535 -1.943  0.016
N 0.354 0.689 -1.429  0.758
N 0.979 3.651 -0.877  0.098
C 1.111 4.952 -0.613  -0.203
C 1.430 5.112 0.728  -1.123
C 1.478 3.820 1.222  -0.050
N 1.214 2.949 0.239  0.334
H 1.202 3.627 -3.113  -0.117
H -0.631 3.334 -2.403  -0.169
H 1.574 1.471 -4.281  0.446
H 1.331 -1.231 -3.889  0.428
H 0.271 -1.411 -1.383  0.219
H 0.974 5.687 -1.387  0.443
H 1.603 6.032 1.256  0.431
H 1.702 3.493 2.223  0.408
S -1.489 2.163 0.921  -0.316
C -2.893 1.266 0.541  0.504
N -3.760 1.815 -0.342  0.002
C -4.972 1.296 -0.630  -0.261
C -5.379 0.142 -0.031  -0.580
C -4.504 -0.493 0.864  -0.439
C -3.274 0.054 1.136  -0.428
H -3.470 2.685 -0.777  0.249
H -5.575 1.840 -1.342  0.418
H -6.353 -0.267 -0.249  0.414
H -4.805 -1.410 1.353  0.458
H -2.585 -0.422 1.814  0.478
C 2.217 -3.649 1.374  -0.354
N 1.115 -3.882 0.465  0.161
C 1.099 -5.042 -0.426  -0.544
C -0.229 -4.892 -1.190  -0.530
N -0.755 -3.645 -0.642  -0.062
C 0.019 -3.145 0.339  -0.199
S -0.407 -1.801 1.266  -0.222
H 2.043 -4.140 2.333  0.285
H 2.348 -2.584 1.530  -0.245
H 3.131 -4.040 0.932  0.348
H 1.146 -5.967 0.150  0.339
H 1.956 -5.003 -1.099  0.346
H -0.917 -5.718 -1.008  0.326
H -0.071 -4.804 -2.265  0.287
H -1.693 -3.329 -0.802  0.185

Atomic forces in eV per Å
Co 0.184 -0.408 1.165
N 0.041 0.526 -0.990
C 0.408 -0.313 -0.341
C -0.002 0.497 0.993
O -0.127 -0.024 -0.235
O -0.438 0.471 -1.538
H -0.181 0.001 -0.101
H -0.142 -0.029 -0.177
H -0.135 0.051 0.049
H -0.020 -0.011 0.128
B -0.558 0.078 -0.258
N 0.406 0.044 -0.093
C 0.015 -0.181 0.011
C -0.078 0.025 0.069
C -0.007 -0.057 -0.184
N 0.217 0.162 0.997
N 0.186 0.199 0.086
C 0.052 -0.077 0.163
C -0.010 -0.062 -0.009
C 0.048 0.129 0.135
N -0.339 -1.270 0.321
H 0.089 0.009 -0.041
H -0.068 -0.033 0.052
H -0.053 0.093 0.021
H -0.038 0.003 -0.033
H 0.111 0.046 0.089
H 0.028 -0.053 -0.073
H 0.045 -0.014 0.018
H -0.042 0.008 -0.056
S 0.806 0.251 -0.136
C -0.206 -0.508 -0.133
N -0.035 -0.103 0.155
C -0.070 0.090 -0.081
C 0.041 -0.194 0.109
C -0.088 0.128 -0.158
C -0.006 0.138 -0.043
H 0.067 -0.014 -0.028
H 0.032 0.041 0.009
H -0.008 0.017 -0.028
H 0.007 -0.016 -0.006
H -0.066 0.038 0.033
C 0.029 0.100 0.189
N -0.126 -0.062 -0.185
C 0.014 -0.028 -0.083
C -0.025 0.056 -0.079
N 0.117 -0.194 -0.140
C 0.064 -0.111 0.003
S -0.198 0.541 0.260
H 0.005 -0.022 -0.027
H 0.006 -0.042 -0.008
H -0.026 -0.003 -0.042
H 0.034 0.025 -0.001
H 0.029 -0.034 0.063
H 0.048 -0.003 0.029
H -0.015 -0.034 0.023
H -0.021 0.136 0.134

The calculation puts the LUMO energy (spin up / spin down) at -4.3 / -4.4 eV. For the gap between HOMO and LUMO (spin up / spin down), the calculation gives 7.06 / 6.98 eV. As for the total charge: +1. The HOMO energy (spin up / spin down) is -0.419 / -0.418 Ha. Its energy above the lowest of the compared OMol25 structures with the same formula, charge and spin is 51.7 kcal/mol.